1.
Below is the molecule C6H11N at a distorted geometry, with properties calculated with the ωB97M-V functional and the def2-TZVPD basis.

HOMO-LUMO gap = 9.0 eV
F_max = 0.0891 Eh/bohr
LUMO = 1.0 eV
calculated total energy = -7887.6271 eV
HOMO level = -8.0 eV
relative energy (zero: lowest compared OMol25 entry of this formula, charge and spin) = 67.0 kcal/mol

Cartesian coordinates (Å):
C -1.816 -0.448 -0.631
C -0.576 -0.314 0.255
C 0.447 -1.351 -0.098
C 0.123 1.057 0.023
C 1.018 1.478 1.197
C 1.016 0.903 -1.217
N 1.249 -0.363 -1.276
H -2.521 0.365 -0.435
H -2.335 -1.398 -0.457
H -1.543 -0.405 -1.694
H -0.853 -0.366 1.309
H 1.547 -1.167 -1.758
H 0.014 -2.305 -0.486
H 1.168 -1.611 0.693
H -0.637 1.835 -0.131
H 1.510 2.434 0.996
H 0.429 1.580 2.114
H 1.801 0.731 1.375

=====

2.
Below is the molecule C6H11N at a distorted geometry, with properties calculated with the ωB97M-V functional and the def2-TZVPD basis.

HOMO-LUMO gap = 8.1 eV
F_max = 0.0523 Eh/bohr
LUMO = 0.2 eV
calculated total energy = -7886.0540 eV
HOMO level = -7.9 eV
relative energy (zero: lowest compared OMol25 entry of this formula, charge and spin) = 103.3 kcal/mol

Cartesian coordinates (Å):
C -2.437 -2.227 -0.842
N -1.709 -0.960 -0.909
C -0.393 -1.002 -0.257
C 2.773 2.587 1.206
C 1.541 2.079 0.943
C 1.236 0.647 0.575
C 0.320 0.355 -0.349
H -2.076 -3.051 -1.463
H -2.624 -2.448 0.209
H -3.443 -2.081 -1.300
H -1.579 -0.800 -1.903
H -0.556 -1.216 0.804
H 0.259 -1.723 -0.797
H 3.694 2.710 0.632
H 2.865 3.103 2.166
H 0.767 2.857 0.836
H 1.434 0.032 1.451
H -0.073 1.137 -1.004

=====

3.
Below is the molecule C6H11N at a distorted geometry, with properties calculated with the ωB97M-V functional and the def2-TZVPD basis.

HOMO-LUMO gap = 8.5 eV
F_max = 0.0681 Eh/bohr
LUMO = 0.8 eV
calculated total energy = -7887.7389 eV
HOMO level = -7.7 eV
relative energy (zero: lowest compared OMol25 entry of this formula, charge and spin) = 64.4 kcal/mol

Cartesian coordinates (Å):
C 0.510 1.980 -0.977
N -0.484 0.993 -0.723
C -0.344 -0.142 0.067
C 0.663 -0.994 -0.176
C 1.295 -1.316 -1.536
C -0.940 -0.773 2.423
C -1.206 -0.110 1.297
H 0.069 2.796 -1.558
H 1.444 1.634 -1.465
H 0.914 2.375 -0.030
H -1.408 1.389 -0.701
H 0.939 -1.791 0.505
H 1.162 -0.422 -2.186
H 1.011 -2.174 -2.148
H 2.354 -1.222 -1.299
H -0.994 -0.389 3.431
H -0.431 -1.728 2.248
H -1.570 0.921 1.360

=====

4.
Below is the molecule C6H11N at a distorted geometry, with properties calculated with the ωB97M-V functional and the def2-TZVPD basis.

HOMO-LUMO gap = 9.0 eV
F_max = 0.0363 Eh/bohr
LUMO = 1.2 eV
calculated total energy = -7888.5207 eV
HOMO level = -7.8 eV
relative energy (zero: lowest compared OMol25 entry of this formula, charge and spin) = 46.4 kcal/mol

Cartesian coordinates (Å):
C -1.400 -0.570 3.222
C -0.600 0.307 2.273
C -0.497 0.058 0.965
N 0.285 0.691 0.009
C 0.916 -0.164 -0.992
C 0.916 -0.426 -3.477
C 0.441 0.195 -2.417
H -2.459 -0.581 2.950
H -0.988 -1.566 3.244
H -1.500 -0.085 4.195
H -0.146 1.178 2.748
H -1.215 -0.678 0.606
H 0.873 1.439 0.334
H 0.655 -1.215 -0.906
H 1.977 0.021 -0.920
H 1.684 -1.191 -3.437
H 0.517 -0.154 -4.449
H -0.399 0.884 -2.404

=====

5.
Below is the molecule C6H11N at a distorted geometry, with properties calculated with the ωB97M-V functional and the def2-TZVPD basis.

HOMO-LUMO gap = 10.2 eV
F_max = 0.0835 Eh/bohr
LUMO = 1.2 eV
calculated total energy = -7887.1815 eV
HOMO level = -9.0 eV
relative energy (zero: lowest compared OMol25 entry of this formula, charge and spin) = 77.3 kcal/mol

Cartesian coordinates (Å):
C 0.484 1.893 -0.141
C -0.381 1.332 -1.304
C -0.681 0.082 -0.442
C -0.681 -1.376 -0.560
C 0.645 -0.570 1.415
C 0.640 0.460 0.302
H -0.111 2.525 0.691
H 1.297 2.598 -0.262
H -1.193 1.956 -1.834
H 0.288 0.925 -2.105
H -1.534 0.459 0.222
H -0.240 -1.733 -1.492
H -1.858 -1.574 -0.606
H -0.542 -2.251 1.329
H 0.076 -0.243 2.451
H 1.632 -0.946 1.861
H 1.421 0.070 -0.337
N 0.087 -1.816 0.638

=====

6.
Below is a cluster of 2 separate species, C6H11N in total at a distorted geometry, with properties calculated with the ωB97M-V functional and the def2-TZVPD basis.

HOMO-LUMO gap = 11.1 eV
F_max = 0.0221 Eh/bohr
LUMO = 1.0 eV
calculated total energy = -7888.9041 eV
HOMO level = -10.1 eV
relative energy (zero: lowest compared OMol25 entry of this formula, charge and spin) = 37.5 kcal/mol

Cartesian coordinates (Å):
C 2.110 0.015 -0.532
C 0.888 -0.455 0.247
C -0.365 0.363 0.056
C -1.556 -0.113 0.869
C -0.480 1.420 -0.745
C -1.290 0.022 2.307
N -1.030 0.146 3.428
H 1.921 0.015 -1.611
H 2.959 -0.647 -0.339
H 2.401 1.029 -0.238
H 1.120 -0.480 1.321
H 0.654 -1.495 -0.025
H -1.766 -1.170 0.657
H -2.458 0.456 0.620
H -1.176 -1.885 -2.055
H -1.418 1.963 -0.835
H 0.355 1.787 -1.334
H -1.007 -1.160 -2.069